ORCA calculation (ωB97M-V with the def2-TZVPD basis set) on a 2-piece molecular cluster, C7H11N3O2 overall in a non-equilibrium geometry.

Values from the calculation:
HOMO-LUMO gap (spin up / spin down) (eV): 9.36 / 6.50
HOMO (spin up / spin down) (eV): -9.30 / -7.29
Max |F| (eV Å⁻¹): 3.4

XYZ file:
```
23
Properties=species:S:1:pos:R:3:forces:R:3
C -1.6112 -0.6437 -0.2026 -1.3 0.3 1.4
C -1.3133 -0.3702 -2.2431 -1.0 -1.2 -3.1
C 0.4160 0.4835 3.2695 0.8 1.8 1.1
C 0.2297 1.7145 2.4739 -0.9 -1.8 -1.4
C -1.6546 -0.1585 -3.7154 2.8 1.7 -0.8
C 2.1820 -1.3451 -0.1863 0.1 1.5 -2.2
C 0.7922 -1.0895 0.3334 -0.2 0.2 0.3
N -2.2612 -0.3179 -1.3243 -0.6 -0.1 2.4
N -0.1414 -0.7453 -1.8327 1.4 0.1 -0.1
N -0.2950 -0.8855 -0.5035 -0.1 0.1 0.5
O 1.5115 1.0471 2.6203 -0.2 0.3 -0.3
O 0.0443 2.9682 2.9420 -0.7 -0.2 -1.6
H -2.1212 -0.6854 0.8538 1.5 0.0 -2.3
H 0.5831 0.5369 4.3708 -0.6 -0.7 -0.6
H -0.2133 1.6006 1.4546 0.5 0.2 1.0
H -0.8686 0.7214 -4.0090 -2.1 -2.0 0.0
H -1.6134 -0.9752 -4.4933 0.8 0.4 1.4
H -2.6618 0.1552 -3.8481 -0.7 0.9 0.4
H 2.4094 -1.2138 -1.3175 -1.4 -0.9 1.6
H 2.5539 -2.2636 0.1685 0.4 -1.5 0.2
H 2.9574 -0.6462 0.0933 -0.2 0.7 1.1
H 0.5044 -0.9816 1.4017 0.6 -0.4 -1.0
H 0.5711 3.0940 3.6943 1.1 0.4 1.9
```
Positions in Å, forces in eV/Å.

Atom charges from the Löwdin analysis, given in e for atoms 1 to 6:
1 C -0.13
2 C -0.48
3 C -0.01
4 C -0.39
5 C -0.04
6 C -0.08